# 1
13
Properties=species:S:1:pos:R:3:forces:R:3 method="wB97M-V/def2-TZVPD" energy_ha=-515.0027 orbital_gap_ev="6.32 / 7.53"
C -3.02682 0.48719 -0.15900 2.1 -2.6 -0.4
C 0.49850 0.87503 0.10171 0.1 -0.8 0.0
C 1.43716 -1.43977 -0.12003 0.6 -0.6 -1.2
N 0.24193 -0.59690 -0.13002 0.4 2.1 1.6
P -1.23579 -1.29790 -0.08494 -2.5 2.0 0.1
H -3.80321 0.02198 0.44834 -0.2 -0.5 -0.1
H -2.67183 1.31053 0.42165 0.6 0.9 0.4
H 1.17858 1.05711 1.00501 -1.1 -0.2 -1.3
H 0.94174 1.21473 -0.83840 0.5 0.2 0.3
H -0.46229 1.39777 0.13718 0.3 -0.2 0.5
H 1.10308 -2.17920 -0.89864 1.4 0.0 0.9
H 2.39140 -0.88380 -0.41000 -1.5 -0.5 -0.1
H 1.70189 -1.92640 0.85430 -0.7 0.4 -0.7

# 2
11
Properties=species:S:1:pos:R:3:forces:R:3 method="wB97M-V/def2-TZVPD" smiles=C#CCC[SeH] energy_ha=-2557.3586 orbital_gap_ev=9.63
C 1.20459 -2.32674 0.14843 0.0 0.4 -0.1
C 0.96860 -1.16706 -0.02508 0.1 -0.3 0.0
C 0.63511 0.23100 -0.20700 -0.1 0.2 0.0
C -0.60731 0.61998 0.58685 -0.5 0.1 -0.2
Se -2.24293 -0.31318 -0.01258 0.2 0.0 0.5
H 1.42566 -3.34226 0.28819 0.1 -0.6 0.1
H 1.47527 0.84684 0.13152 0.0 0.0 -0.1
H 0.47706 0.42542 -1.27294 0.1 0.1 0.1
H -0.80013 1.69206 0.51723 0.1 -0.1 0.1
H -0.50167 0.34265 1.63726 0.0 0.1 -0.1
H -2.23226 0.26107 -1.34332 0.0 0.2 -0.3

# 3
12
Properties=species:S:1:pos:R:3:forces:R:3 method="wB97M-V/def2-TZVPD" smiles="NC=O.NC=O" energy_ha=-339.8080 orbital_gap_ev=11.05
N 1.43596 -4.28415 -1.13172 0.8 -1.0 -0.3
C 0.39535 -5.13111 -0.76831 0.9 0.9 -0.3
O -0.52111 -4.75935 -0.08617 -0.1 -0.4 0.1
H 2.29249 -4.68644 -1.52321 -0.8 -0.1 0.1
H 1.69395 -3.60606 -0.45175 -0.3 0.8 0.5
H 0.51772 -6.13173 -1.21046 -0.4 -0.1 0.0
N -1.19300 5.03704 1.52592 -0.4 0.2 1.5
C -0.16557 4.55445 0.79320 -0.1 0.4 -0.1
O -0.13717 4.54727 -0.40719 0.0 -0.3 -0.7
H -2.09426 5.32324 1.20044 0.0 0.0 -1.0
H -1.12344 5.19070 2.51919 0.5 -0.4 0.0
H 0.67753 4.18911 1.38899 0.1 0.0 0.3

# 4
12
Properties=species:S:1:pos:R:3:forces:R:3 method="wB97M-V/def2-TZVPD" energy_ha=-2310.9116 orbital_gap_ev=6.86
C 1.52713 0.02617 -0.08803 -0.8 0.2 -0.9
C 1.29305 1.31327 -0.37020 -0.5 -1.2 1.2
C 0.47581 -1.02764 0.31074 -1.4 0.9 0.0
O -0.78399 -0.55459 0.33746 -0.7 0.5 -0.4
F 2.25807 2.10348 -0.72860 0.2 0.9 -0.3
F 0.16246 1.98538 -0.13212 0.8 -0.4 -0.6
F 0.63700 -2.15649 -0.44426 -0.2 0.1 -0.7
F 0.89478 -1.43246 1.51387 0.2 -0.6 1.9
P -3.10604 -0.44159 0.55971 2.7 -1.1 0.4
Cl 3.15547 -0.56253 -0.20577 -0.3 0.1 -0.1
Cl -2.95529 1.49151 0.56767 0.1 1.0 0.2
Cl -3.55844 -0.74451 -1.32048 -0.1 -0.4 -0.7

Maximum force (eV/Å)
3.4, 0.6, 1.6, 2.9
Energy above the lowest of the compared OMol25 structures with the same formula, charge and spin (kcal/mol)
111.48, 19.12, 15.45, 17.29